(1)
108
Properties=species:S:1:pos:R:3:mulliken_charge:R:1 method="wB97M-V/def2-TZVPD" multiplicity=1 energy_ha=-13759.97259 fmax_ev_per_a=0.81
Cl -0.128 -4.126 -0.973 -0.15
Cl -0.563 -8.033 2.564 -0.13
Cl -4.609 -6.008 5.216 -0.16
Cl 3.360 7.038 5.277 -0.12
Cl -8.116 -1.979 -0.475 -0.18
Cl -1.504 4.924 2.424 -0.16
Cl -7.978 -7.020 -3.019 -0.16
Cl 6.549 -2.951 0.483 -0.13
Cl 1.873 -1.798 2.927 -0.11
Cl -1.364 2.492 4.076 -0.13
Cl -4.805 1.509 -2.435 -0.03
Cl -2.965 -9.690 2.873 -0.18
Cl 3.684 5.997 -6.116 -0.15
Cl 0.984 -4.352 4.085 -0.19
Cl 8.233 0.140 1.023 -0.13
Cl 0.567 6.748 4.445 -0.12
Cl -5.564 -5.364 -3.261 -0.11
Cl 5.390 -1.673 -1.879 -0.07
Cl -4.172 2.405 -5.152 -0.17
Cl 6.674 0.247 3.506 -0.12
Cl 3.666 3.847 4.476 -0.17
Cl -2.832 -7.269 7.186 -0.17
Cl 1.720 2.930 2.487 -0.05
Cl -2.194 -6.186 -0.766 -0.22
Cl 1.075 4.658 -6.066 -0.08
Cl -7.141 -1.524 -3.206 -0.17
S -2.314 -0.720 0.265 1.19
O -3.580 -1.240 -0.178 -0.55
O -1.352 -0.627 -0.997 -0.18
O -0.384 2.794 -1.576 -0.56
O -0.739 -1.882 -3.589 -0.47
O -1.599 -1.461 1.260 -0.58
C -1.781 -4.487 -0.473 0.02
C -0.167 -0.839 -3.468 -0.11
C 2.121 0.367 0.074 -0.24
C 6.579 -2.835 -1.279 -0.38
C -2.558 0.952 0.892 -0.83
C 2.331 3.399 -3.242 -1.55
C 4.492 0.928 0.614 -1.33
C 0.932 3.137 -1.138 -0.33
C -4.722 2.886 -3.546 -0.36
C 3.309 2.340 -1.083 -1.80
C -3.194 -7.039 5.471 0.21
C -6.761 -2.164 -1.596 0.71
C -0.922 1.698 -0.877 1.13
C 1.960 3.762 4.032 0.19
C 2.069 2.543 -1.977 2.18
C -7.172 -5.723 -3.907 -0.23
C 1.670 7.205 5.756 -0.32
C -2.052 2.135 0.043 -0.13
C 8.116 -0.385 2.706 -0.30
C -1.497 0.597 -1.782 1.38
C -0.884 0.465 -3.178 -0.85
C -2.174 -8.408 1.942 -0.23
C 2.174 5.693 -6.985 -0.33
C 3.431 0.917 -0.495 2.05
C 1.159 -3.386 2.612 0.20
C -1.678 4.232 4.049 -0.30
H -0.224 1.307 -3.377 0.20
H -1.866 -4.292 0.589 0.15
H 7.567 -2.512 -1.585 0.27
H 4.186 1.615 1.407 0.18
H 0.177 -3.233 2.180 -0.19
H -3.394 -8.007 5.028 0.01
H 8.069 -1.468 2.718 0.21
H 1.684 6.642 -7.161 0.28
H -0.961 4.710 4.698 0.17
H 1.485 6.551 6.599 0.24
H 3.322 3.053 -0.249 0.09
H -6.544 -3.220 -1.702 -0.03
H -2.083 -8.735 0.914 0.30
H -4.017 3.605 -3.143 0.24
H 1.056 2.861 -0.092 -0.22
H -3.637 1.039 1.011 0.53
H 0.930 -0.787 -3.606 0.35
H 2.411 5.197 -7.918 0.28
H -1.696 0.511 -3.910 0.38
H 1.413 0.105 -0.718 -0.22
H -0.176 1.218 -0.241 -0.61
H -2.339 -6.568 5.001 0.11
H 0.996 4.229 -1.176 0.60
H 5.440 1.311 0.225 0.35
H -7.060 -6.029 -4.940 0.31
H -2.570 0.742 -1.912 -0.72
H 4.654 -0.067 1.031 0.38
H -1.707 2.967 0.659 -0.49
H 1.429 3.208 4.798 0.27
H 1.930 2.892 -4.118 0.26
H 8.990 -0.026 3.236 0.33
H -2.865 2.497 -0.592 0.23
H 1.862 4.381 -3.177 0.38
H 1.575 4.772 3.941 -0.26
H 3.399 3.556 -3.404 0.34
H -5.907 -1.627 -1.201 -0.31
H 6.341 -3.808 -1.691 0.35
H 3.779 0.227 -1.270 -0.58
H 4.220 2.534 -1.656 0.58
H -2.692 4.407 4.384 0.43
H -5.713 3.313 -3.629 0.38
H 1.479 8.239 6.015 0.35
H 2.315 -0.556 0.620 0.35
H -7.776 -4.826 -3.832 0.19
H 1.776 1.552 -2.336 -0.65
H 1.610 1.038 0.764 -0.35
H -2.781 -7.513 2.006 0.24
H 1.806 -3.921 1.928 0.29
H -2.461 -3.857 -1.034 0.15
H -2.088 0.958 1.871 0.14



(2)
19
Properties=species:S:1:pos:R:3:mulliken_charge:R:1 method="wB97M-V/def2-TZVPD" smiles="COc1ccc(O)c(C=O)c1" multiplicity=1 energy_ha=-535.20318 fmax_ev_per_a=5.81
O 2.431 -1.785 -0.019 -0.54
O -2.302 0.816 -0.342 -0.41
O 1.974 2.542 -0.020 -0.47
C -3.598 0.376 0.362 -0.67
C -1.245 0.009 -0.209 0.51
C 2.243 1.378 0.011 0.03
C 1.142 0.339 0.263 -0.01
C 1.255 -1.052 0.039 0.82
C 0.097 -1.824 -0.016 -0.20
C -0.113 0.883 0.014 -0.38
C -1.178 -1.484 -0.173 -1.10
H 3.315 0.804 -0.015 0.21
H -2.065 -2.088 -0.360 0.50
H -4.449 1.191 0.676 0.26
H 0.412 -2.773 0.487 0.14
H -0.266 1.948 -0.053 0.47
H -3.349 -0.475 1.099 0.31
H 2.237 -2.791 0.098 0.31
H -4.282 -0.147 -0.642 0.22



(3)
81
Properties=species:S:1:pos:R:3:mulliken_spin:R:1 method="wB97M-V/def2-TZVPD" multiplicity=2 s2=0.785 energy_ha=-4178.33028 fmax_ev_per_a=0.67
I 1.496 -1.029 -2.152 0.00
V 0.722 0.434 0.184 1.08
S -0.625 -2.700 -0.512 0.00
S -3.729 -2.787 0.766 0.00
P -2.372 -3.674 -0.369 0.00
O 0.284 1.758 1.704 0.00
O 1.743 -2.605 2.940 0.00
O 1.708 -0.938 1.440 0.01
N -0.469 3.393 0.291 0.00
N -0.507 4.778 0.280 0.00
N -0.172 -1.523 2.565 0.00
N -0.924 -0.677 1.733 0.00
C 0.022 2.965 1.487 0.00
C 4.076 2.773 -3.700 0.00
C -0.159 5.193 1.533 0.00
C 1.128 -1.657 2.250 0.01
C -0.600 -7.305 0.332 0.00
C -3.003 -3.973 -2.058 0.00
C -2.610 -4.390 -4.398 0.00
C 0.029 3.062 -2.071 0.00
C -0.215 6.636 1.886 0.00
C 2.968 0.685 -4.120 0.00
C -4.372 -4.084 -2.277 0.00
C -0.561 2.604 -0.885 -0.04
C 4.111 3.714 -1.424 -0.01
C 2.885 2.583 0.319 -0.01
C -0.208 2.381 -3.241 0.00
C 2.348 1.627 -0.527 -0.02
C -0.831 -6.002 -0.083 0.00
C -3.977 -4.503 -4.611 0.00
C -3.002 -6.060 0.943 0.00
C -1.594 0.784 -2.080 0.02
C -2.035 -5.373 0.218 0.00
C -4.857 -4.349 -3.549 0.00
C 2.857 1.665 -1.871 -0.02
C -1.364 1.457 -0.867 0.01
C 2.571 0.640 -2.814 -0.01
C 3.682 2.724 -2.338 0.00
C 3.750 3.610 -0.110 0.01
C 0.187 4.121 2.302 0.00
C 3.719 1.790 -4.575 0.00
C -1.570 -7.988 1.052 0.00
C -1.028 1.244 -3.247 -0.02
C -2.125 -4.125 -3.127 0.00
C 3.135 -2.782 2.631 0.00
C -2.770 -7.364 1.358 0.00
C -1.510 5.446 -0.533 0.00
H 2.616 2.579 1.371 0.00
H -3.929 -5.559 1.193 0.00
H -1.389 -9.005 1.377 0.00
H 4.746 4.520 -1.773 0.00
H 0.341 -7.786 0.096 0.00
H -1.941 1.205 0.012 0.00
H -0.633 -2.295 3.026 0.00
H -1.642 4.891 -1.457 0.00
H -1.921 -4.504 -5.225 0.00
H 0.266 6.799 2.847 0.00
H 2.725 -0.120 -4.800 0.00
H -1.203 0.715 -4.174 0.00
H 0.294 7.242 1.136 0.00
H -3.527 -7.890 1.925 0.00
H 0.261 2.714 -4.158 0.00
H 0.674 3.931 -2.041 0.00
H -5.925 -4.430 -3.711 0.00
H -2.468 5.513 -0.011 0.00
H -1.150 6.442 -0.780 0.00
H -1.061 -4.021 -2.957 0.00
H 3.490 -3.522 3.340 0.00
H -0.072 -5.459 -0.632 0.00
H -1.543 -0.128 2.317 0.00
H 0.568 4.130 3.307 0.00
H 4.112 4.335 0.610 0.00
H -2.222 -0.098 -2.072 0.00
H -1.248 6.983 1.959 0.00
H 4.029 1.833 -5.611 0.00
H 3.244 -3.143 1.610 0.00
H -1.446 -1.276 1.085 0.00
H 3.671 -1.843 2.747 0.00
H -4.357 -4.706 -5.605 0.00
H 4.687 3.605 -4.030 0.00
H -5.052 -3.944 -1.445 0.00



(4)
33
Properties=species:S:1:pos:R:3:mulliken_charge:R:1 method="wB97M-V/def2-TZVPD" smiles=FC(F)(F)c1cc(C(F)(F)F)c2nc([C@H]3CCCN3)[nH]c2c1 multiplicity=1 energy_ha=-1265.46448 fmax_ev_per_a=3.99
F -2.867 -1.904 2.634 -0.27
F -1.998 -3.811 2.305 -0.29
F -0.845 -2.183 3.052 -0.25
F -3.273 -4.039 -2.792 -0.27
F -1.209 -4.441 -2.729 -0.26
F -1.908 -2.743 -3.933 -0.26
N 1.033 3.218 0.179 -0.47
N -0.550 0.159 1.399 -0.71
N -0.268 0.943 -0.620 0.00
C 0.927 2.161 1.184 0.43
C -1.148 -0.709 0.510 0.87
C -1.781 -2.510 2.163 1.08
C 2.447 3.700 0.074 -0.54
C 3.307 2.490 0.261 -0.59
C 2.411 1.616 1.130 -0.74
C -0.075 1.173 0.710 -0.46
C -1.331 -1.119 -1.840 -0.97
C -2.061 -3.402 -2.816 0.97
C -1.686 -2.059 0.692 -0.15
C -0.963 -0.265 -0.792 0.07
C -1.778 -2.422 -1.650 0.01
C -1.971 -2.866 -0.354 -0.89
H 0.089 1.649 -1.297 0.28
H 4.267 2.696 0.675 0.35
H -2.230 -3.900 0.010 0.43
H 0.529 2.527 2.107 0.43
H 2.716 4.064 -0.948 0.29
H 2.657 1.842 2.161 0.26
H 2.404 0.501 0.985 0.40
H 3.362 1.923 -0.645 0.27
H -1.234 -0.766 -2.849 0.49
H 0.351 3.965 0.183 0.21
H 2.676 4.510 0.852 0.30



(5)
19
Properties=species:S:1:pos:R:3:mulliken_charge:R:1 method="wB97M-V/def2-TZVPD" charge=+1 multiplicity=1 energy_ha=-343.69096 fmax_ev_per_a=5.66
O -1.220 -0.600 2.852 -0.59
O -0.729 -2.353 -1.280 -0.63
N -0.106 1.459 0.738 -0.26
N 2.061 0.649 -0.989 -0.59
C -0.365 0.880 -0.588 -0.57
C 0.717 -0.034 -1.001 -0.21
H -0.803 -2.864 -2.165 0.32
H 2.508 -0.125 -1.216 0.25
H 0.820 1.927 0.837 0.41
H -1.074 -0.894 3.676 0.28
H 2.213 1.446 -1.576 0.22
H -2.133 -0.464 2.936 0.30
H -0.239 1.797 -1.354 0.30
H -0.069 0.811 1.529 0.26
H -1.423 0.368 -0.505 0.30
H 0.312 -0.327 -2.004 0.24
H 0.781 -1.011 -0.306 0.28
H -0.451 -2.873 -0.539 0.31
H -0.799 2.210 0.959 0.38



(6)
16
Properties=species:S:1:pos:R:3:mulliken_charge:R:1 method="wB97M-V/def2-TZVPD" smiles="O=C1CCCO1.N" multiplicity=1 energy_ha=-363.05863 fmax_ev_per_a=0.50
O 0.800 -2.061 0.577 -0.64
O 0.635 0.062 1.272 -0.35
N 1.728 -0.497 -1.619 -0.69
C 0.238 -0.999 0.526 0.60
C -1.005 -0.626 -0.272 -0.33
C -0.439 0.998 1.379 -0.45
C -1.278 0.829 0.108 -0.45
H -0.778 -0.753 -1.331 0.22
H -1.011 0.734 2.277 0.25
H 2.564 0.010 -1.353 0.20
H -1.820 -1.306 -0.004 0.30
H 1.909 -1.477 -1.428 0.26
H -2.337 1.023 0.300 0.30
H 1.606 -0.395 -2.618 0.22
H -0.936 1.515 -0.672 0.24
H -0.015 1.997 1.510 0.31



(7)
17
Properties=species:S:1:pos:R:3:mulliken_charge:R:1 method="wB97M-V/def2-TZVPD" smiles="C=N[N@@H+](N)[C@@](C)([O-])O" multiplicity=1 energy_ha=-434.28004 fmax_ev_per_a=3.66
O -1.719 -0.699 0.908 -0.64
O -0.460 1.373 0.708 -0.68
N 0.746 -1.918 0.065 -0.68
N 1.573 0.587 -0.015 -0.36
N 0.483 -0.643 -0.452 0.07
C -1.178 -0.052 0.039 0.99
C 2.049 0.513 1.152 -0.23
C -1.931 0.465 -1.167 -1.26
H 0.263 -1.955 0.963 0.28
H -2.633 1.233 -0.851 0.30
H -1.239 0.892 -1.893 0.37
H 1.530 0.056 1.994 0.29
H -0.262 2.085 0.081 0.29
H 0.571 -0.652 -1.462 0.34
H 1.748 -2.025 0.218 0.29
H -2.488 -0.355 -1.622 0.32
H 2.948 1.097 1.332 0.29



(8)
96
Properties=species:S:1:pos:R:3:mulliken_spin:R:1 method="wB97M-V/def2-TZVPD" charge=+2 multiplicity=6 s2=8.789 energy_ha=-3525.43707 fmax_ev_per_a=1.54
Te -1.458 3.033 -1.796 0.68
Pd -0.329 -0.161 0.163 1.51
Cl 2.178 0.122 -0.695 0.05
Cl 1.420 5.304 0.550 0.01
S 0.301 2.391 0.422 0.83
O 0.229 -0.792 2.471 0.08
O 0.722 -2.134 -0.313 0.01
O -2.136 0.471 1.379 0.33
O -1.871 -2.341 0.897 0.01
N -2.054 1.104 -0.731 1.01
N 0.024 -3.097 -2.233 0.00
C 1.591 -4.302 -0.807 0.00
C -2.652 1.155 0.458 -0.11
C -0.804 -1.646 2.991 -0.01
C 0.748 -3.090 -1.118 0.00
C -3.871 1.988 0.712 0.08
C 2.680 -3.719 -3.086 0.00
C -1.443 8.857 -4.636 0.00
C 0.175 -4.095 -3.288 0.00
C -2.842 5.991 -0.773 0.04
C -0.519 0.473 -3.665 0.02
C -2.122 7.337 -2.750 0.02
C -4.792 -0.204 -6.195 0.00
C -4.503 1.727 -4.627 0.01
C -1.444 7.525 -3.945 0.00
C 1.546 -1.218 2.814 -0.01
C -2.114 6.111 -2.085 -0.03
C 4.174 1.934 -0.614 -0.03
C -0.699 5.212 -3.871 -0.05
C 4.668 3.218 -0.422 0.08
C -1.188 -2.791 2.060 0.00
C 2.831 1.700 -0.416 0.06
C 0.115 4.091 -4.464 0.06
C 2.640 -4.676 -1.891 0.00
C 3.820 4.257 -0.070 -0.03
C -1.435 5.062 -2.694 0.21
C -1.909 0.943 -3.997 -0.10
C -4.471 3.650 -3.041 0.05
C -3.964 0.599 -5.238 0.02
C -3.798 2.471 -3.693 -0.05
C 1.498 -3.925 -4.039 0.00
C 2.475 4.011 0.136 0.08
C -0.728 6.456 -4.482 0.02
C 1.956 2.710 0.007 -0.01
C -2.665 0.227 -4.914 0.00
C -2.484 2.074 -3.392 0.13
C -3.289 -2.387 0.999 0.00
H 4.827 1.126 -0.913 0.00
H 3.603 -3.880 -3.643 0.00
H -3.670 -1.698 1.756 0.00
H -5.516 2.025 -4.872 0.00
H 0.746 3.630 -3.700 -0.01
H 2.089 -4.099 0.138 0.00
H 0.763 4.463 -5.255 0.00
H 4.196 5.263 0.055 0.00
H -0.537 -0.073 -2.718 0.00
H -0.549 -2.288 -2.410 0.00
H -0.474 -2.065 3.944 0.00
H -4.087 3.817 -2.036 -0.01
H -2.616 6.844 -0.134 0.00
H -5.682 -0.587 -5.693 0.00
H -1.809 8.757 -5.659 0.00
H -1.805 -3.511 2.603 0.00
H 1.435 -3.083 -4.732 0.00
H 0.174 1.308 -3.545 0.01
H -4.237 -1.048 -6.600 0.00
H -2.066 9.579 -4.113 0.00
H -0.133 -0.183 -4.445 0.00
H -0.428 9.253 -4.693 0.00
H -4.487 2.061 -0.184 0.00
H -0.283 -3.289 1.710 0.00
H 2.225 -0.420 2.521 0.00
H -1.667 -1.006 3.159 0.00
H -4.309 4.560 -3.623 0.00
H 3.623 -4.687 -1.423 0.00
H -3.678 -2.103 0.022 0.00
H -5.129 0.418 -7.025 0.00
H -0.535 3.325 -4.895 -0.01
H -4.442 1.565 1.535 0.00
H -2.671 8.160 -2.306 0.00
H 0.124 -5.087 -2.838 0.00
H -2.549 5.085 -0.239 0.02
H -3.618 -3.400 1.238 0.00
H 2.453 -5.687 -2.258 0.00
H -5.546 3.488 -2.971 0.00
H 2.705 -2.687 -2.724 0.00
H -2.229 -0.644 -5.391 0.00
H 1.615 -1.372 3.892 0.00
H 0.906 -5.138 -0.639 0.00
H -0.671 -4.000 -3.965 0.00
H 1.658 -4.829 -4.631 0.00
H -3.545 2.991 1.002 -0.01
H -3.923 5.972 -0.923 0.00
H -0.163 6.601 -5.396 0.01
H 5.723 3.409 -0.559 0.00
H 1.822 -2.139 2.295 0.00



(9)
79
Properties=species:S:1:pos:R:3:mulliken_charge:R:1 method="wB97M-V/def2-TZVPD" smiles="CC(=O)OC[C@H]1CCC(=O)O1.CN(C)P(=O)(N(C)C)N(C)C.CN(C)P(=O)(N(C)C)N(C)C" multiplicity=1 energy_ha=-2213.80930 fmax_ev_per_a=9.56
P 6.317 -3.012 0.352 0.80
P -7.166 1.632 0.123 0.80
O -0.903 2.380 -2.415 -0.39
O 3.295 0.862 -3.266 -0.55
O 2.543 2.931 -2.285 -0.34
O 5.752 -1.630 0.761 -0.73
O -5.871 0.869 0.494 -0.75
O -2.293 0.497 -3.480 -0.58
N 6.966 -4.601 -0.119 -0.09
N 7.941 -2.417 0.561 0.14
N -7.236 2.307 1.728 0.13
N -8.655 2.508 -0.304 -0.08
N 5.811 -3.754 1.833 0.08
N -6.320 2.744 -0.902 0.09
C 5.938 -5.464 -0.751 -1.11
C 8.009 -4.527 -1.186 -1.04
C 1.446 3.121 -1.314 -0.58
C -5.898 2.166 -2.184 -0.96
C 8.926 -2.970 1.489 -1.34
C 6.501 -4.836 2.535 -0.75
C 4.365 -3.998 1.912 -0.99
C 3.620 1.003 -0.664 -0.46
C 0.207 2.057 -1.463 0.17
C -9.766 2.310 0.674 -1.04
C -0.697 1.742 -0.090 -0.44
C -7.212 3.735 2.042 -1.31
C 3.161 1.595 -2.155 0.56
C -9.260 2.009 -1.564 -1.12
C -6.664 4.149 -1.118 -0.75
C -1.712 0.638 -0.830 -0.53
C 8.119 -0.951 0.577 -0.95
C -6.443 1.629 2.774 -0.98
C -1.721 1.124 -2.430 0.58
H -7.598 4.286 -1.674 0.27
H 3.796 -3.121 1.593 0.25
H -10.675 2.826 0.341 0.38
H 6.054 -5.015 3.521 0.39
H -8.651 2.228 -2.436 0.26
H 8.927 -4.022 -0.880 0.34
H -6.735 2.025 -2.872 0.21
H 9.915 -2.564 1.293 0.44
H 2.719 0.961 0.090 0.18
H -6.736 4.712 -0.192 0.16
H 0.998 4.204 -1.529 0.32
H 9.171 -0.668 0.413 0.30
H 8.339 -5.532 -1.478 0.38
H -9.992 1.244 0.802 0.39
H 0.468 0.963 -1.797 0.28
H -5.380 1.868 2.684 0.32
H 7.560 -0.474 -0.234 0.29
H 6.378 -6.402 -1.113 0.43
H -7.955 4.303 1.476 0.42
H -1.027 -0.336 -0.774 0.30
H -9.570 2.726 1.665 0.34
H 8.669 -2.733 2.530 0.33
H -5.167 2.800 -2.695 0.33
H 7.541 -4.603 2.748 0.16
H -9.428 0.928 -1.519 0.39
H -7.469 3.908 3.083 0.45
H 4.046 -4.233 2.932 0.36
H -6.770 1.923 3.784 0.31
H -10.221 2.501 -1.762 0.42
H -5.883 4.663 -1.691 0.39
H 3.923 -0.131 -0.875 0.09
H 4.049 -4.831 1.279 0.28
H -6.574 0.544 2.730 0.31
H 5.463 -4.956 -1.598 0.38
H -0.092 1.016 0.635 0.23
H -6.215 4.163 1.868 0.32
H 9.045 -4.051 1.382 0.43
H 6.468 -5.790 2.001 0.28
H -2.781 0.484 -0.322 0.27
H 1.884 3.198 -0.206 0.27
H 5.163 -5.772 -0.054 0.24
H 7.627 -4.010 -2.074 0.39
H -1.291 2.634 0.378 0.31
H 7.804 -0.522 1.532 0.32
H 4.535 1.621 -0.276 0.30
H -5.430 1.188 -2.044 0.31



(10)
24
Properties=species:S:1:pos:R:3:mulliken_charge:R:1 method="wB97M-V/def2-TZVPD" charge=+1 multiplicity=1 energy_ha=-530.32185 fmax_ev_per_a=5.35
O 3.213 -0.212 -1.513 -0.48
N 1.389 -0.476 -0.249 0.14
N -0.634 -0.797 0.754 -0.02
N -2.273 -2.516 0.098 -0.27
N 2.508 1.620 -0.410 -0.03
C -3.456 -1.941 -0.559 -0.72
C 0.494 -0.116 0.690 -0.45
C 1.619 3.430 0.876 -1.19
C 2.390 0.256 -0.826 0.42
C 1.431 2.305 -0.029 0.25
C -1.049 -1.969 -0.214 -0.69
H -0.969 -1.705 -1.274 0.34
H 1.372 -1.395 -0.485 0.11
H -1.256 -0.887 1.568 0.29
H -2.450 -2.802 1.066 0.30
H -3.086 -1.547 -1.576 0.25
H -0.058 -2.422 0.008 0.33
H -4.173 -2.748 -0.615 0.30
H 3.375 2.018 -0.289 0.25
H 0.438 1.860 -0.177 0.49
H 0.739 3.639 1.382 0.35
H -3.890 -1.039 -0.169 0.29
H 1.900 4.264 0.257 0.37
H 2.424 3.179 1.684 0.36